Density functional theory data (the ωB97M-V functional and the def2-TZVPD basis) for 15 unconnected molecules or ions with the total composition C37H57IN16O.

- net charge = 0
- gap between HOMO and LUMO (eV) = 6.04
- molecular weight (u) = 868.88
- LUMO energy (Eh) = -0.005

Each line ends with the Löwdin charge.
Geometry (Å):
H  -1.1064  2.1566  -1.6793  0.077
H  -1.0213  8.9277  -2.1755  0.075
H  -5.5841  -4.8945  2.4633  0.071
N  -9.1619  1.3526  -0.1384  0.118
N  5.8819  0.9042  -2.5148  -0.047
C  3.8358  4.6201  2.6805  -0.063
H  -2.1099  2.9157  -2.9351  0.067
N  -3.0965  -2.4067  2.2764  0.115
H  -7.6122  2.5244  -2.7271  0.076
H  3.9900  3.7987  3.3827  0.081
C  -5.7564  -5.8952  0.5829  -0.250
C  -0.6640  9.6258  -1.4160  -0.074
C  9.7983  -2.0426  -6.0288  -0.211
H  -3.3274  -2.5956  4.8900  0.046
H  -0.4127  -0.5086  0.5747  0.107
C  6.5540  2.3125  -6.4470  -0.053
C  1.5410  -2.9345  0.0844  -0.133
C  6.3096  1.7458  -5.0736  -0.044
H  1.8355  -3.8434  0.7127  0.122
C  -8.9503  1.7988  -1.2285  -0.217
H  1.8130  -2.9671  -1.0377  0.128
H  -3.6040  0.2715  0.5358  0.008
N  0.3932  -5.9273  10.3919  0.092
H  -1.1829  10.5786  -1.5356  0.078
H  1.5115  -1.5915  1.8720  0.094
H  6.2123  1.6066  -7.2063  0.079
N  -1.1373  8.6242  1.0460  0.103
C  -0.9279  9.0688  -0.0453  -0.251
N  0.0536  -0.9944  -0.2127  -0.007
N  -6.7863  -1.1677  2.6553  0.104
H  -11.5336  -4.0544  1.2357  0.081
H  3.4417  2.8574  -1.5118  0.053
N  5.9150  4.7624  0.9646  0.124
H  -9.2079  3.3088  -2.7174  0.078
C  9.3295  -0.6685  -6.4219  -0.061
N  7.4755  -4.7698  -1.4719  0.104
H  -0.3517  -2.6766  1.1398  0.110
C  -7.6836  -1.5721  0.1406  -0.091
H  7.6205  2.4985  -6.5880  0.076
H  0.6282  6.1513  -0.5301  0.068
C  5.9505  -1.4778  -0.0233  -0.119
N  -9.5614  -3.1298  -1.1593  0.122
C  -8.6832  2.3593  -2.5965  -0.064
C  3.6308  -1.5748  1.3410  -0.609
C  -1.9851  2.7795  -1.8599  -0.084
C  1.4775  -0.5048  -0.0715  -0.302
N  -4.1793  1.5939  -0.8219  0.108
C  -10.4928  -3.1728  -0.4082  -0.202
H  2.9098  4.4481  2.1287  0.069
H  -4.3958  -6.1912  2.2039  0.076
C  7.8929  -3.7373  -3.9355  -0.094
H  6.0100  3.2523  -6.5640  0.080
C  -11.6606  -3.2269  0.5352  -0.055
N  -3.2660  -2.1304  8.0943  0.104
H  -4.2138  -4.6367  1.3608  0.044
H  -12.5849  -3.3739  -0.0264  0.079
C  -7.1853  -1.3473  1.5400  -0.224
H  -11.7285  -2.2925  1.0957  0.081
H  7.3398  -2.8019  -4.0455  0.073
C  -3.6664  -2.3092  6.9806  -0.228
C  -0.0401  -2.4936  0.0469  -0.183
H  8.9564  -3.5414  -4.0832  0.017
H  0.0308  -2.7098  10.3491  0.075
H  2.0065  6.3775  -1.6307  0.082
H  -1.8329  3.7537  -1.3933  0.060
C  4.5049  2.9325  -1.2713  -0.121
H  8.2435  -0.6035  -6.3294  0.066
H  6.5460  -1.1577  0.9029  0.079
O  2.0237  0.5104  -0.6076  0.030
H  -8.2629  -2.4960  0.0955  0.007
H  4.8797  3.9017  -1.6127  0.053
C  -3.4602  -1.3092  1.9661  -0.217
H  3.7503  5.5545  3.2382  0.079
H  4.6302  2.8644  -0.1893  0.024
H  5.6412  -0.5436  -0.6169  0.037
H  1.7925  4.8306  -0.7813  0.064
H  7.5527  -4.4434  -4.6952  0.080
H  -4.8164  -1.7072  5.2826  0.071
H  9.6113  -0.4630  -7.4563  0.079
C  7.6620  -4.3116  -2.5636  -0.239
C  4.6577  -2.3854  0.3918  -0.299
H  -0.1457  -3.2431  8.6625  0.072
I  3.7028  -2.5599  3.3315  0.750
H  -8.3185  -0.7386  -0.1660  0.021
H  -4.7368  -3.4648  5.5367  0.076
H  -9.0318  1.6598  -3.3585  0.079
H  -6.8387  -1.6479  -0.5470  0.085
H  -4.9800  0.1593  1.6553  0.041
N  10.1757  -3.1355  -5.7154  0.124
N  -0.2166  4.7363  -3.3187  0.123
H  -1.5156  -3.3820  9.7862  0.050
N  6.1153  1.2936  -3.9757  0.066
C  4.9931  4.6993  1.7250  -0.241
C  0.0282  -4.8300  10.0830  -0.251
H  -3.4263  0.8120  2.2205  0.084
C  1.2707  5.6595  -1.2636  -0.055
C  -4.1690  -2.5337  5.5823  -0.077
C  -3.2059  2.1199  -1.2815  -0.192
C  -3.8960  0.0722  1.5689  -0.091
H  4.0231  -0.5059  1.5002  0.093
C  0.4421  5.1462  -2.4072  -0.223
C  -0.4302  -3.4523  9.6952  -0.088
H  4.1943  -2.7716  -0.5879  0.107
C  5.2584  1.8207  -1.9475  -0.172
H  -0.5591  -3.0775  -0.7889  0.121
H  9.7873  0.0804  -5.7728  0.082
H  5.0752  -3.2708  0.9945  0.060
H  6.6434  -2.0840  -0.7328  0.059
C  2.0921  -1.6480  0.8787  -0.318
H  0.4073  9.7838  -1.5527  0.076
N  -6.4113  -6.3128  -0.3279  0.096
C  -4.9345  -5.3705  1.7264  -0.082